1.
70
Properties=species:S:1:pos:R:3:forces:R:3 method="wB97M-V/def2-TZVPD" spin_multiplicity=3 largest_force_ev_per_a=1.0 energy_ha=-4599.198830 e_above_lowest_kj_mol=88.01 total_charge=-2
Ti 0.7140 -0.3967 -0.1611 0.2483 0.8594 0.1748
N 4.1052 -0.2503 1.0822 -0.0141 0.0124 0.0048
C 4.8146 -0.6137 -0.1359 -0.0145 0.0086 -0.0535
C 4.6593 0.4604 -1.1975 -0.0557 0.0353 0.1745
C 3.2027 0.7862 -1.5394 0.0093 -0.0310 -0.2343
O 2.9321 1.8718 -2.0298 0.0057 -0.0553 -0.0075
O 2.3650 -0.1830 -1.3308 -0.4787 -0.1087 0.1898
H 4.5903 0.4538 1.6216 0.0019 -0.0118 0.0316
H 3.9233 -1.0560 1.6666 0.0044 -0.0042 0.0381
H 4.3692 -1.5301 -0.5108 -0.0005 -0.0573 -0.0331
H 5.8836 -0.8278 0.0183 0.0084 0.0160 0.0137
H 5.1494 0.1310 -2.1191 -0.0300 0.0263 -0.0343
H 5.1369 1.3972 -0.8980 -0.0017 0.0042 -0.0017
Cl 1.0858 -5.3521 -0.3842 0.0876 -0.0647 0.0442
Si 2.1174 -3.3788 -0.4790 0.0700 -0.0042 0.0122
Cl 3.0526 -3.7845 -2.4478 0.0150 0.0280 -0.0338
Cl 3.7997 -3.9270 0.7795 0.0522 -0.0581 0.0435
S 0.9555 -0.9913 2.3159 0.0075 0.1076 -0.1028
C -0.7027 -1.1408 2.8520 -0.0312 -0.0306 0.0344
N -1.6199 -0.2373 2.3128 -0.0320 -0.1073 -0.0564
C -2.9805 -0.3655 2.5670 0.0243 0.0813 -0.0093
C -3.4311 -1.2796 3.4678 0.0267 -0.0196 0.0302
C -2.5249 -2.1425 4.1215 -0.0485 -0.0011 0.0086
C -1.1499 -2.0626 3.7556 0.0148 0.0367 -0.0264
H -1.3027 0.3141 1.5136 -0.0122 0.0487 0.0801
H -3.6248 0.3127 2.0261 0.0020 -0.0108 -0.0106
H -4.4956 -1.3344 3.6634 -0.0030 -0.0012 -0.0044
H -2.8692 -2.8851 4.8283 -0.0045 0.0019 0.0011
H -0.4248 -2.7536 4.1641 0.0066 0.0017 -0.0052
C -0.8592 0.5635 -3.2473 -0.0803 0.0394 0.0107
C -1.9821 1.3723 -2.5907 0.0100 -0.0044 -0.0128
C -2.9637 0.4822 -1.8250 -0.0032 0.0119 -0.0033
C -1.4999 2.5314 -1.7356 0.0414 -0.0661 0.0177
C -1.9439 3.7984 -2.0896 -0.0038 0.0265 -0.0126
C -1.5934 4.9328 -1.3754 0.0152 -0.0336 0.0109
C -0.7542 4.7724 -0.2829 0.0160 0.0434 -0.0513
C -0.2728 3.5330 0.1155 0.0650 -0.0381 0.0091
C 0.6345 3.5234 1.3380 -0.0624 0.0253 0.0658
C -0.0794 2.9879 2.5825 0.0178 -0.0186 -0.0014
C 1.9957 2.8461 1.1611 -0.0598 0.0391 -0.0358
C -0.6551 2.3539 -0.5963 -0.1057 0.1766 0.1274
N -0.2448 1.1237 -0.1887 0.3605 -0.8684 -0.1498
H -1.2772 -0.1436 -3.9712 -0.0005 0.0095 -0.0036
H -0.3003 -0.0033 -2.5055 0.0165 0.0164 -0.0088
H -0.1498 1.2188 -3.7547 0.0139 -0.0053 0.0028
H -2.5440 1.8317 -3.4139 0.0021 0.0033 0.0020
H -2.4953 0.0873 -0.9263 -0.0120 -0.0002 -0.0138
H -3.2867 -0.3651 -2.4387 -0.0012 -0.0038 0.0111
H -3.8474 1.0556 -1.5317 -0.0017 0.0036 -0.0091
H -2.5871 3.8939 -2.9608 -0.0009 -0.0110 0.0004
H -1.9505 5.9131 -1.6691 -0.0002 0.0028 0.0004
H -0.4474 5.6482 0.2831 0.0028 -0.0076 0.0060
H 0.8442 4.5839 1.5274 -0.0122 -0.0021 0.0110
H -0.3104 1.9289 2.4769 0.0473 0.0349 -0.0070
H -1.0097 3.5330 2.7648 -0.0028 -0.0071 0.0022
H 0.5638 3.0942 3.4620 -0.0098 0.0034 0.0049
H 1.9214 1.7665 1.2693 0.0134 -0.0492 -0.0275
H 2.6798 3.2050 1.9383 0.0020 -0.0031 0.0065
H 2.4245 3.0716 0.1848 0.0272 -0.0365 -0.0291
C -2.3471 -4.9552 -0.0256 -0.0232 0.0704 0.0158
N -1.8310 -4.4352 -1.2785 -0.0287 0.1772 -0.0842
C -1.1569 -3.2652 -1.3358 -0.0083 -0.0480 -0.0092
N -0.4251 -3.0720 -2.4737 0.0499 -0.0366 0.1307
S -1.2373 -2.1610 -0.0838 -0.0636 -0.1002 -0.1514
H -2.9084 -5.8651 -0.2350 0.0152 -0.0140 -0.0218
H -3.0097 -4.2222 0.4294 -0.0117 -0.0109 0.0024
H -1.5340 -5.1687 0.6720 -0.0209 0.0135 0.0016
H -1.5529 -5.1172 -1.9656 0.0083 -0.0271 0.0207
H 0.1129 -3.8747 -2.7797 -0.0255 -0.0080 -0.0629
H 0.1493 -2.2386 -2.4472 -0.0444 0.0008 -0.0330

2.
69
Properties=species:S:1:pos:R:3:forces:R:3 method="wB97M-V/def2-TZVPD" spin_multiplicity=1 largest_force_ev_per_a=4.2 energy_ha=-4675.812017 total_charge=+1
C -2.5947 -2.0425 -2.2870 0.2489 -0.1553 -0.2904
Si -0.6966 -1.9474 -2.6209 0.8716 0.3300 0.5677
C 0.0495 -0.4037 -1.7243 0.2315 0.0802 0.1438
C 0.2553 -3.4569 -1.8697 -0.2522 -0.5855 -1.0596
C -0.6860 -4.5816 -1.2757 0.7101 -0.5379 0.4088
C -1.2340 -4.3158 0.1930 0.3925 -0.5858 -0.2104
C -0.5054 -3.1734 0.9905 -1.5594 0.1915 0.2629
C -1.3256 -2.8768 2.3325 2.6463 -0.7159 0.7387
C -0.4507 -1.9898 3.3366 0.2345 0.4658 0.1114
C -0.9750 -0.4904 3.5607 -0.2233 -0.8303 -0.6859
C -0.8669 0.4216 2.2488 -0.0242 -0.0329 0.4090
C 0.3241 1.4152 2.2666 1.0804 2.4562 -0.0634
C 0.1762 2.8760 2.3794 2.4559 -1.1835 -0.3835
P -1.5093 3.6635 2.5272 -0.6335 -1.6361 -0.1750
P -1.3832 5.5826 3.5483 1.2771 3.6558 1.6708
O -0.1233 5.8051 4.3019 -1.1746 -0.7949 -1.1071
O -2.6413 5.7598 4.6538 0.8274 -1.1338 -2.7365
O -1.5712 6.8202 2.4134 -0.9808 -2.4569 1.1872
C 1.4060 3.7937 2.3781 1.7123 -1.8412 -0.3732
C 2.7781 3.3236 2.2666 -2.1662 -1.5475 -0.3481
P 4.1585 4.6055 2.2727 0.4193 1.1913 1.0283
N 4.2315 5.1748 0.5993 -0.2095 -1.7945 0.7024
O 5.6415 3.8253 2.5277 -2.0364 0.2935 -1.9359
C 2.9942 1.8277 2.1662 -1.3043 1.1922 0.2491
N 4.2108 1.2161 2.0774 -2.8070 -0.7035 -0.0600
S 3.8737 -0.4216 1.9708 -2.0036 2.2239 0.1268
N 2.2094 -0.3589 2.0201 -0.1861 1.1381 0.2565
C 1.7527 0.9329 2.1540 2.3963 -0.5668 -0.1832
C -0.3247 -1.6852 -4.4691 -0.2148 0.5495 -2.7001
C 0.8289 -2.2277 -5.2043 -1.7991 1.8015 -1.5016
C 0.9923 -1.8858 -6.6440 -1.5547 0.8376 1.0217
C 0.0346 -1.0245 -7.3719 -0.0473 -0.8779 2.8363
C -1.1305 -0.4775 -6.6316 1.9478 -1.5244 0.6839
C -1.2929 -0.8162 -5.2146 1.5711 -0.5160 -1.0445
H -3.0949 -1.9406 -3.2906 0.1601 0.1308 1.1986
H -2.9164 -3.0244 -1.8506 0.3155 0.9069 -0.3496
H -2.8467 -1.2095 -1.5760 -0.1042 -0.6795 -0.7999
H 1.1655 -0.5429 -1.5763 -1.2131 0.1573 -0.2678
H -0.1115 0.5395 -2.3149 0.0977 -0.8118 0.6748
H -0.3922 -0.2987 -0.6950 0.3409 0.1228 -0.9038
H 0.7773 -3.9274 -2.7640 -0.4909 0.4618 1.0048
H 1.0895 -3.1359 -1.1827 -0.9914 -0.3726 -0.5123
H -1.5690 -4.8160 -1.9364 1.0371 0.4065 0.4650
H -0.0721 -5.5336 -1.2454 -0.7457 0.9934 -0.0003
H -2.3555 -4.2061 0.1387 1.0817 0.3145 0.2555
H -1.0576 -5.2721 0.7779 -0.3368 1.0868 -0.5325
H 0.5409 -3.5008 1.2360 -1.0494 0.3990 0.0181
H -0.4359 -2.1895 0.4545 0.0640 -1.0450 0.1191
H -2.3546 -2.4223 2.1053 0.8779 -1.7255 -0.4409
H -1.5111 -3.8698 2.8352 -0.3364 1.1281 -0.5598
H -0.3305 -2.5113 4.3323 -0.4045 0.6262 -1.0554
H 0.5882 -1.9437 2.8935 -1.1310 0.1757 0.5092
H -0.5299 -0.0044 4.4723 -0.5039 -0.4522 -0.9741
H -2.1117 -0.5739 3.7825 0.9266 0.1398 0.4248
H -1.8282 1.0124 2.1358 1.0903 -0.3263 0.1631
H -0.8232 -0.2813 1.3704 0.2968 0.7484 0.5876
H -1.9071 3.9602 1.1795 0.5537 0.2852 0.5226
H -3.4470 5.3681 4.2579 0.1498 0.3035 0.5526
H -2.4339 6.6593 1.9729 0.5596 0.5494 0.0179
H 1.2702 4.9054 2.4469 -0.0925 -1.2886 0.1098
H 3.2650 5.4343 0.3590 0.4722 0.1528 0.0376
H 4.4332 4.3457 0.0199 -0.0663 0.5262 -0.1950
H 5.8492 3.3871 1.6735 0.3574 -0.1117 0.8291
H 1.5839 -2.8604 -4.6829 -0.7081 0.5715 -0.6093
H 1.8810 -2.2725 -7.1957 -0.8869 0.3169 0.5598
H 0.2266 -0.8181 -8.4574 -0.3820 -0.1322 1.2985
H -1.8477 0.1784 -7.1838 0.6500 -0.6914 0.7800
H -2.1679 -0.3729 -4.6617 1.0123 -0.5566 -0.6741
Cu -3.1324 -1.1303 2.2971 -0.4467 1.3037 0.1995

3.
62
Properties=species:S:1:pos:R:3:forces:R:3 method="wB97M-V/def2-TZVPD" spin_multiplicity=1 smiles=CCCCCCCCCCCc1c(F)c(COC)c(C[C@@H](C)F)c2nsnc12 largest_force_ev_per_a=3.5 energy_ha=-1641.201358 total_charge=0
C -2.5394 -9.1697 1.1400 0.2988 0.8236 0.1061
C -2.0442 -7.7540 1.7024 0.1199 -0.7079 -0.5836
C -1.6519 -6.7694 0.5069 -0.1331 -0.3475 0.6885
C -2.4687 -5.3935 0.5407 0.4232 -0.4066 -1.2381
C -1.5302 -4.1111 0.4673 0.5282 -0.5713 0.3136
C -1.5485 -3.1947 1.7659 -0.7852 -0.5002 0.0319
C -2.3240 -1.8244 1.6023 1.4527 0.2271 0.8715
C -1.7908 -0.8944 0.4349 -1.5605 -0.7986 -0.3659
C -2.7169 0.3876 0.3632 -0.2251 -0.5937 -0.4273
C -2.3392 1.5925 1.3140 -0.5089 0.0837 -0.3474
C -0.8527 1.6790 1.8187 0.1661 1.0283 0.2930
C 0.1362 2.4985 0.9230 0.7692 0.6032 -1.3331
C 0.0365 2.7596 -0.4950 1.7845 0.6039 2.1215
F -1.0525 2.2922 -1.2078 1.4651 0.6109 0.8390
C 1.0860 3.5525 -1.2910 1.2533 0.1668 1.1352
C 0.8167 3.7381 -2.8408 -0.7630 0.0477 0.4421
O 1.9579 3.3923 -3.6372 -0.7019 -0.1438 -0.0580
C 1.5812 2.7579 -4.8630 0.2998 -0.4314 -0.6516
C 2.3005 4.1031 -0.6659 -2.7979 -1.6536 0.1244
C 3.3605 4.8808 -1.5114 -0.6708 0.0671 0.4038
C 3.9759 6.1500 -0.7983 1.3051 0.0447 -0.7129
C 5.5524 6.0140 -0.7711 -0.6405 -0.5392 0.0287
F 3.7081 7.3006 -1.6354 -0.0695 -1.0432 0.8227
C 2.4287 3.8347 0.8308 0.2856 0.0556 -0.1387
N 3.5113 4.2646 1.5851 -3.0299 -1.7411 0.3588
S 3.1845 3.7391 3.1551 -1.3729 -0.3270 -2.0786
N 1.7083 2.9561 2.9573 0.7238 0.9418 -2.7076
C 1.3735 3.0581 1.6174 0.9784 0.6877 -0.5148
H -2.0060 -9.4298 0.1730 -0.5394 0.2365 1.2193
H -2.3226 -9.9603 1.9097 -0.5599 0.6003 -0.8756
H -3.6390 -9.0629 0.9108 1.1159 -0.4974 0.2701
H -2.8893 -7.3383 2.3313 1.1361 -0.3158 -0.6138
H -1.1340 -7.9248 2.3538 -1.1257 0.2792 -0.5800
H -1.8204 -7.3352 -0.4584 0.0564 0.8183 0.9603
H -0.5307 -6.6109 0.5653 -1.3033 0.1157 -0.1006
H -3.0944 -5.3974 -0.4079 0.4470 0.0709 1.2781
H -3.1696 -5.3978 1.4205 0.7595 0.2072 -0.8123
H -0.4664 -4.4936 0.3605 -1.2248 0.4700 -0.0410
H -1.7594 -3.5720 -0.4910 0.2225 -0.1999 1.0953
H -0.4975 -3.0813 2.1676 -1.1376 0.2527 -0.5654
H -2.1106 -3.7846 2.5605 0.7510 0.6852 -0.7931
H -2.1511 -1.2480 2.5707 -0.3912 -0.6491 -0.9851
H -3.4360 -2.0229 1.5508 1.2076 0.3042 -0.3305
H -1.9562 -1.4686 -0.5317 0.2979 0.7503 1.0158
H -0.6880 -0.6859 0.4845 -1.0723 -0.1310 0.1853
H -2.8180 0.6604 -0.7319 0.3067 0.1395 1.3834
H -3.7586 0.0448 0.6638 1.1887 0.3812 -0.3999
H -2.6080 2.5505 0.7704 0.4102 -0.9962 0.7091
H -3.0491 1.5573 2.1990 1.0946 -0.0151 -0.8386
H -0.3556 0.6958 2.0500 -0.7271 0.8065 -0.2886
H -0.8859 2.2296 2.8134 0.1910 -0.6274 -1.1675
H 0.4869 4.8135 -3.0216 0.5657 -1.0865 0.1394
H -0.0470 3.0942 -3.1926 0.8452 0.6600 0.8028
H 0.9243 1.8603 -4.6742 0.5501 0.8535 -0.1276
H 1.0610 3.4504 -5.5860 0.3868 -0.5030 0.8195
H 2.5241 2.3964 -5.3683 -0.9603 0.4523 0.6734
H 4.1836 4.1778 -1.8458 -0.9641 0.7602 0.4439
H 2.8371 5.2471 -2.4391 0.6744 -0.3908 0.9348
H 3.5461 6.3654 0.2134 0.3413 -0.1796 -1.0573
H 5.7969 5.1454 -0.0896 -0.1487 0.9807 -0.6837
H 6.0794 6.9398 -0.4212 -0.6454 -0.8344 -0.2981
H 5.8951 5.7454 -1.8181 -0.3432 0.4151 1.2048